No. 1
{
  "formula": "C5H7NS",
  "method": "ωB97M-V/def2-TZVPD",
  "energy_ha": -647.55971,
  "largest_force_ev_per_a": 4.87,
  "relative_energy_kj_mol": 255.5,
  "homo_lumo_gap_ev": 8.446,
  "total_charge": 0,
  "symbols": ["S", "N", "C", "C", "C", "C", "C", "H", "H", "H", "H", "H", "H", "H"],
  "xyz": [[2.936, -0.162, 0.015], [-0.591, -1.061, -0.702], [-0.692, -0.716, 0.794], [-0.441, 1.184, -0.340], [0.130, 0.448, 0.855], [1.339, 0.005, -0.070], [0.248, 0.059, -1.148], [-0.486, -1.604, 1.564], [0.300, 0.822, 1.833], [-1.712, -0.379, 1.020], [0.178, 2.125, -0.383], [-0.029, -1.871, -0.780], [-1.554, 1.282, -0.432], [0.375, -0.132, -2.225]],
  "mulliken_charge": [-0.320, -0.498, -0.557, -0.512, -0.217, -0.062, -0.206, 0.241, 0.506, 0.275, 0.289, 0.290, 0.311, 0.460]
}


No. 2
{
  "formula": "C11H15NO",
  "method": "ωB97M-V/def2-TZVPD",
  "energy_ha": -558.06125,
  "s2": 0.775,
  "spin_multiplicity": 2,
  "largest_force_ev_per_a": 3.47,
  "relative_energy_kj_mol": 87.8,
  "homo_lumo_gap_ev": [2.952, 6.216],
  "total_charge": -1,
  "symbols": ["O", "N", "C", "C", "C", "C", "C", "C", "C", "C", "C", "C", "C", "H", "H", "H", "H", "H", "H", "H", "H", "H", "H", "H", "H", "H", "H", "H"],
  "xyz": [[1.653, -1.881, -0.469], [1.011, 1.959, 1.190], [1.707, 1.175, -1.096], [0.840, 1.468, -0.089], [1.287, 0.486, -2.260], [-0.198, 2.171, 1.831], [-1.216, 1.660, 0.980], [-0.610, 1.150, -0.166], [0.309, -2.536, 1.346], [-0.991, 0.500, -1.360], [-2.686, 1.527, 1.188], [-0.097, 0.172, -2.362], [0.817, -2.943, -0.028], [-2.991, 2.006, 2.132], [2.079, -2.217, -1.273], [-3.076, 0.511, 1.219], [1.843, 0.105, -3.106], [-2.014, 0.596, -1.725], [2.749, 1.467, -1.229], [-0.502, -0.193, -3.305], [-0.098, -3.366, 1.921], [1.302, -3.934, -0.074], [-3.076, 2.072, 0.307], [-0.513, -1.861, 1.086], [0.009, -3.117, -0.766], [-0.390, 2.468, 2.845], [1.027, -1.988, 1.942], [1.826, 2.540, 1.322]],
  "mulliken_charge": [-0.484, -0.014, -1.055, 0.169, -0.725, -1.059, 0.292, 1.263, -0.862, -0.728, -1.184, -0.448, -0.339, 0.334, 0.264, 0.234, 0.480, 0.157, 0.177, 0.323, 0.340, 0.350, 0.252, 0.086, 0.286, 0.342, 0.286, 0.265]
}


No. 3
{
  "formula": "C6H8",
  "method": "ωB97M-V/def2-TZVPD",
  "energy_ha": -233.29513,
  "largest_force_ev_per_a": 1.43,
  "relative_energy_kj_mol": 241.2,
  "homo_lumo_gap_ev": 8.634,
  "smiles": "C=C/C=C\\C=C",
  "total_charge": 0,
  "symbols": ["C", "C", "C", "C", "C", "C", "H", "H", "H", "H", "H", "H", "H", "H"],
  "xyz": [[0.917, 0.681, 0.457], [-0.789, -1.264, 0.003], [-0.294, 0.948, -0.360], [1.041, -0.400, 1.254], [-0.196, 1.104, -1.684], [-0.111, -1.273, 1.178], [-1.161, 1.331, 0.188], [1.845, -0.506, 1.981], [1.651, 1.480, 0.387], [0.605, 0.605, -2.235], [-0.512, -1.752, 2.065], [-0.876, 1.739, -2.232], [-0.256, -1.307, -0.934], [-1.864, -1.388, -0.070]],
  "mulliken_charge": [-0.274, -0.701, -0.371, -0.290, -0.741, -0.198, 0.364, 0.375, 0.338, 0.269, 0.345, 0.285, 0.312, 0.287]
}


No. 4
{
  "formula": "C29H24BrCl4F6IN2O5PSSbTl",
  "method": "ωB97M-V/def2-TZVPD",
  "energy_ha": -8069.25765,
  "s2": 0.756,
  "spin_multiplicity": 2,
  "largest_force_ev_per_a": 0.98,
  "relative_energy_kj_mol": 58.5,
  "homo_lumo_gap_ev": [7.859, 5.729],
  "total_charge": 0,
  "symbols": ["Tl", "I", "Sb", "Br", "Cl", "Cl", "Cl", "Cl", "S", "P", "F", "F", "F", "F", "F", "F", "O", "O", "O", "O", "O", "N", "N", "C", "C", "C", "C", "C", "C", "C", "C", "C", "C", "C", "C", "C", "C", "C", "C", "C", "C", "C", "C", "C", "C", "C", "C", "C", "C", "C", "C", "C", "H", "H", "H", "H", "H", "H", "H", "H", "H", "H", "H", "H", "H", "H", "H", "H", "H", "H", "H", "H", "H", "H", "H", "H"],
  "xyz": [[-0.166, -0.132, 0.165], [4.060, 1.103, -3.001], [-1.139, -2.587, -3.211], [-3.578, 0.921, 0.882], [1.090, 1.284, 5.655], [2.001, -1.295, 4.725], [-0.676, -0.358, 4.073], [3.278, 6.099, -0.443], [-5.440, -7.427, 2.152], [2.431, -1.639, -0.109], [-0.832, -3.847, -1.839], [0.485, -3.125, -3.994], [-1.318, -1.245, -4.524], [-0.099, -1.338, -2.154], [-2.165, -3.793, -4.203], [-2.664, -1.918, -2.337], [1.513, 0.517, -1.153], [2.019, 1.876, 3.017], [-7.291, -5.817, 1.104], [-4.817, 1.213, -4.102], [1.438, -0.035, 1.971], [0.221, 2.114, 0.626], [-1.833, 1.005, -1.277], [-4.443, -6.014, 1.781], [2.763, 4.453, -0.619], [1.015, 0.135, 4.326], [1.668, 3.968, 0.136], [-3.812, 1.181, -3.209], [-3.128, 1.017, -0.957], [-0.389, 2.824, 1.543], [-3.338, -6.173, 0.952], [-1.946, -2.715, 0.952], [-3.917, -3.688, 2.049], [1.943, 1.761, -0.972], [1.262, 2.637, -0.062], [2.702, -2.426, -1.703], [0.973, 4.726, 1.105], [-0.040, 4.155, 1.812], [-1.530, 1.125, -2.581], [-1.231, -1.772, 0.742], [1.564, 0.749, 2.984], [-2.511, -5.093, 0.682], [3.019, 2.296, -1.651], [-4.731, -4.771, 2.334], [-2.797, -3.844, 1.230], [1.995, -2.997, 1.003], [-2.473, 1.229, -3.570], [3.418, 3.637, -1.488], [-7.052, -6.912, 1.532], [4.010, -0.966, 0.426], [-4.153, 1.102, -1.865], [-8.066, -8.029, 1.605], [-5.189, 1.077, -1.559], [-0.473, 1.084, -2.828], [-0.565, 4.696, 2.588], [-2.169, 1.278, -4.609], [2.917, -1.683, -2.467], [3.905, -0.520, 1.413], [-8.118, -8.507, 0.626], [-5.591, -4.651, 2.980], [4.718, -1.798, 0.457], [-9.044, -7.613, 1.836], [-7.787, -8.779, 2.346], [-4.133, -2.715, 2.471], [-3.130, -7.144, 0.516], [4.355, -0.217, -0.287], [1.162, -3.548, 0.564], [1.269, 5.750, 1.288], [-1.661, -5.202, 0.023], [-4.469, 1.143, -4.996], [4.251, 4.024, -2.060], [1.712, -2.617, 1.984], [2.876, -3.644, 1.084], [1.818, -2.985, -1.997], [-1.187, 2.340, 2.093], [3.550, -3.108, -1.584]],
  "mulliken_charge": [3.546, 0.056, 2.132, -0.140, -0.121, -0.160, -0.103, -0.267, -0.256, 1.533, -0.466, -0.557, -0.544, -0.238, -0.520, -0.584, -0.086, -0.609, -0.515, -0.560, -0.356, 0.354, -0.022, 0.228, 0.517, 0.776, -0.098, 0.949, 0.006, -0.295, -0.673, 0.532, -0.537, -0.402, 0.413, -1.043, -0.917, -1.179, -0.740, -2.553, -0.232, -0.423, 0.005, -0.490, 0.137, -1.049, -0.541, -0.477, 0.740, -1.139, -0.647, -1.069, 0.480, 0.470, 0.469, 0.286, 0.138, 0.209, 0.284, 0.417, 0.515, 0.307, 0.357, 0.467, 0.414, 0.175, 0.161, 0.438, 0.421, 0.314, 0.440, 0.181, 0.534, 0.179, 0.470, 0.558]
}


No. 5
{
  "formula": "C5H17AlN3O4",
  "method": "ωB97M-V/def2-TZVPD",
  "energy_ha": -907.90603,
  "largest_force_ev_per_a": 3.00,
  "relative_energy_kj_mol": 198.2,
  "homo_lumo_gap_ev": 4.722,
  "total_charge": 1,
  "symbols": ["Al", "O", "O", "O", "O", "N", "N", "N", "C", "C", "C", "C", "C", "H", "H", "H", "H", "H", "H", "H", "H", "H", "H", "H", "H", "H", "H", "H", "H", "H"],
  "xyz": [[-2.601, 0.317, 1.111], [-0.768, -1.626, 0.237], [-2.726, -0.284, -1.745], [-2.223, 0.789, 3.916], [0.293, 0.638, 1.516], [-0.994, 1.862, -0.840], [0.948, -3.117, -0.101], [-0.608, -2.903, -1.647], [-0.213, -2.491, -0.450], [1.057, 0.026, 2.533], [1.177, 2.136, -1.883], [0.933, 1.387, 0.522], [0.377, 1.286, -0.890], [0.422, -0.764, 2.933], [1.991, 1.116, 0.432], [0.972, 2.455, 0.762], [1.416, -3.840, -0.615], [1.343, -2.929, 0.807], [-3.019, 0.566, 4.429], [-1.813, -0.580, -1.881], [-1.006, 2.873, -0.915], [1.019, 3.216, -1.849], [-0.111, -3.613, -2.152], [1.306, 0.697, 3.356], [-1.375, 1.560, -1.734], [2.241, 1.959, -1.701], [-1.452, -2.517, -2.042], [1.954, -0.432, 2.112], [0.385, 0.263, -1.265], [1.075, 1.952, -2.954]],
  "mulliken_charge": [1.322, -0.497, -0.603, -0.498, -0.119, -0.469, -0.408, -0.338, 0.539, -0.838, -1.592, -1.176, 1.161, 0.231, 0.421, 0.329, 0.161, 0.218, 0.287, 0.146, 0.290, 0.395, 0.166, 0.275, 0.261, 0.374, 0.252, 0.393, -0.098, 0.415]
}


No. 6
{
  "formula": "C2H6OS2",
  "method": "ωB97M-V/def2-TZVPD",
  "energy_ha": -951.37362,
  "largest_force_ev_per_a": 3.52,
  "relative_energy_kj_mol": 48.4,
  "homo_lumo_gap_ev": 8.410,
  "smiles": "CC(=S)S.O",
  "total_charge": 0,
  "symbols": ["S", "S", "O", "C", "C", "H", "H", "H", "H", "H", "H"],
  "xyz": [[0.113, 1.166, -1.882], [-2.066, -0.548, -0.872], [-0.435, 0.947, 1.267], [0.740, -0.962, -0.457], [-0.431, -0.204, -1.057], [0.273, -1.345, 0.540], [1.620, -0.353, -0.400], [-1.148, 1.441, -2.330], [-1.357, 1.092, 1.685], [-0.039, 1.646, 1.759], [0.880, -1.816, -1.116]],
  "mulliken_charge": [-0.181, -0.241, -0.509, -1.137, 0.343, 0.276, 0.382, 0.157, 0.298, 0.257, 0.354]
}